{
  "formula": "C8H18NO3PS",
  "method": "ωB97M-V/def2-TZVPD",
  "symbols": ["C", "C", "C", "C", "C", "C", "C", "C", "N", "O", "O", "O", "P", "S", "H", "H", "H", "H", "H", "H", "H", "H", "H", "H", "H", "H", "H", "H", "H", "H", "H", "H"],
  "positions_angstrom": [[-0.622434, -1.781797, -0.364434], [-3.106111, 1.515913, 1.022221], [3.506784, 2.080463, -0.873572], [-2.158582, -3.484552, -0.069211], [-2.089046, 0.450769, 0.786967], [-1.628912, 0.582817, -0.644427], [4.392149, 0.878808, -0.593013], [-0.362384, -0.364806, -0.892894], [0.706074, 0.258207, -0.276667], [0.307326, -2.433066, 0.096685], [-1.843686, -2.155075, -0.523576], [3.722618, -0.290907, -1.066304], [2.544301, -1.257064, -0.542912], [3.176581, -1.309307, 1.476053], [-2.790354, 2.502852, 0.795174], [-3.910409, 1.353983, 0.310004], [-3.614022, 1.581161, 1.984061], [3.183957, 2.161517, -1.836257], [2.516500, 1.812545, -0.313063], [3.869730, 2.988421, -0.378934], [-1.300623, -4.007667, 0.476702], [-2.345306, -4.117819, -0.968528], [-3.086156, -3.383778, 0.497065], [-2.545984, -0.520565, 0.975596], [-1.264387, 0.365193, 1.619735], [-1.464294, 1.516553, -1.058784], [-2.390394, 0.107221, -1.315628], [4.320322, 0.866276, 0.415004], [5.322468, 0.877746, -1.051800], [-0.323092, -0.409474, -2.011997], [0.577291, 0.262036, 0.714997], [2.910203, -2.600452, 1.425527]],
  "forces_ev_per_angstrom": [[2.87, 1.21, -0.39], [-1.53, 0.10, 0.43], [-1.56, -0.87, 3.77], [0.42, -1.53, -0.42], [1.05, -0.14, 2.02], [-0.03, -4.92, -0.50], [-3.11, 0.52, -1.89], [-2.54, 0.88, -0.59], [4.54, -0.96, -1.04], [-1.29, -0.13, 0.03], [-1.17, -1.66, 0.18], [-0.38, -0.57, -1.20], [-1.18, 2.63, 0.31], [-0.24, 0.13, 0.20], [0.81, 0.96, -0.13], [-0.29, -0.13, -0.21], [0.32, -0.36, 0.28], [-0.33, 0.66, -2.87], [1.59, 0.61, -0.91], [0.16, -0.06, -0.55], [-1.29, 1.23, -0.46], [-0.03, 0.57, 0.57], [0.31, -0.24, 0.13], [-0.31, 0.00, -0.49], [-1.01, 0.94, -1.68], [0.67, 2.05, -0.17], [0.06, 0.55, 0.68], [1.17, -0.52, 3.48], [1.85, 0.06, -0.45], [0.60, -0.18, 0.75], [0.04, -0.21, 0.72], [-0.14, -0.62, 0.38]],
  "mulliken_charge": [0.764, -1.554, -0.806, -0.694, 0.113, -1.162, -0.260, 0.002, -0.641, -0.548, -0.222, -0.323, 0.424, -0.304, 0.369, 0.352, 0.366, 0.346, 0.116, 0.347, 0.307, 0.250, 0.269, 0.128, 0.231, 0.611, 0.377, 0.205, 0.339, 0.167, 0.290, 0.143],
  "lumo_energy_ev": 0.8,
  "relative_energy_kcal_mol": 35.28
}